An isolated ion of composition C23H26ClN2O4S and charge +1, computed with the ωB97M-V functional and the def2-TZVPD basis.

Structure (XYZ):
```
57
Properties=species:S:1:pos:R:3:lowdin_charge:R:1
O -0.04278 1.19650 3.14660 -0.301
C 1.91216 1.77154 1.55129 -0.275
C -1.45284 -0.34151 -2.17313 -0.226
C -1.60285 0.69493 -1.26161 0.035
S 1.23896 1.84531 3.20470 0.628
C -2.83898 -1.69106 -0.78094 0.008
O -3.26994 -1.02967 1.48816 -0.051
H -3.95227 1.14822 1.92083 0.100
H 1.67486 3.89992 4.00399 0.080
C 3.03916 1.00737 1.31884 -0.043
H 0.36509 2.97663 0.72674 0.121
H -0.54702 -0.70330 2.16820 0.103
H -1.88482 -4.48714 0.67960 0.127
C -2.76095 -2.25509 2.03509 -0.094
C 0.68333 -1.61971 0.69522 -0.066
H 1.16090 2.67843 -1.59523 0.124
H -0.63494 0.75158 -3.83395 0.139
H -2.10507 -2.32237 -2.68460 0.122
H -0.46852 -1.01039 -3.97626 0.141
N 0.89899 -0.07039 -2.64410 0.021
H -2.72100 -2.07658 3.11290 0.143
C -2.99635 1.66919 1.95144 -0.044
O 2.22059 1.36046 4.12235 -0.271
H 3.75717 0.06692 -2.43538 0.117
Cl 2.10402 -2.67003 -1.34757 0.750
C 1.23014 2.37122 0.51271 -0.034
H 1.46929 1.66355 -3.66956 0.132
H 1.41743 -0.83105 0.71313 0.084
C 0.82071 -2.69481 -0.16551 -0.617
H 3.55904 0.58142 2.16214 0.124
C -0.44970 -0.17193 -3.28105 -0.065
N 0.97777 3.47736 3.41232 -0.041
H 0.04644 3.68461 3.73505 0.078
C 2.74961 1.32859 -1.05249 -0.230
C 1.66248 2.16454 -0.78797 -0.043
H -1.15897 1.66274 -1.43799 0.125
C 1.92085 0.71599 -3.36921 -0.125
C -1.16962 -3.67865 0.68414 -0.031
C 3.45020 0.77717 0.01542 -0.020
H 3.73498 1.75913 -2.90734 0.138
H 2.22229 0.18083 -4.27024 0.143
C -1.40027 -2.54914 1.45939 -0.202
H 0.09680 -4.62413 -0.76508 0.114
C -2.30521 0.54789 -0.06647 -0.193
C -0.42478 -1.55632 1.51687 0.007
H -3.35027 -2.62197 -0.59679 0.133
C -2.84593 -0.72464 0.22130 -0.202
O -2.35083 1.65814 0.68740 -0.056
C 3.13413 0.96144 -2.46576 -0.108
H 4.31045 0.15358 -0.17389 0.126
H -2.34844 1.22787 2.71097 0.073
H 0.75632 0.40808 -1.73486 0.117
H -3.15812 2.72251 2.17799 0.100
C -0.05402 -3.76368 -0.13230 -0.085
H 1.27635 -1.01765 -2.40285 0.059
C -2.13765 -1.52549 -1.95970 -0.021
H -3.45839 -3.07698 1.83706 0.132
```

Summary:
- Energy relative to the best compared isomer or geometry (same formula, charge and spin): 3.5 kcal/mol
- Structure (SMILES): COc1cc(C[NH2+]CCc2ccc(S(N)(=O)=O)cc2)ccc1OCc1ccc(Cl)cc1
- Total charge: +1
- HOMO-LUMO gap: 8.5867 eV
- LUMO level: -2.42 eV
- F_max: 0.016 Eh/bohr
- HOMO energy: -11.01 eV